1.
The molecule C2H5NS2 at a distorted geometry. Source: the Open Molecules 2025 dataset; level of theory: the ωB97M-V functional and the def2-TZVPD basis.

```
10
Properties=species:S:1:pos:R:3:forces:R:3
C 0.3300 -0.1387 0.3122 -0.714 2.400 0.602
C 0.0459 -1.5701 0.3032 -0.881 -0.886 -0.323
N -0.0752 2.1270 -1.2656 -1.384 -0.535 1.089
S -0.0726 1.0090 1.6733 0.150 -0.682 0.043
S -0.9174 1.1499 -0.2867 2.205 0.732 -1.348
H 1.2959 -0.0043 -0.1053 0.708 1.041 -0.517
H 0.1022 -1.7878 -0.7835 0.187 -0.693 0.645
H -1.0067 -1.7437 0.6015 0.758 -0.419 0.263
H 0.8432 -2.1067 0.9078 -1.261 0.392 -0.762
H -0.5452 3.0654 -1.3569 0.232 -1.349 0.309
```
Positions in Å, forces in eV/Å.

relative energy (zero: lowest compared OMol25 entry of this formula, charge and spin): 55.95 kcal per mole
F_max: 0.0522 hartree/bohr
HOMO-LUMO gap (alpha / beta): 8.84 / 8.84 eV

---

2.
A structure of composition C12H13N3O5Sr. Source: the Open Molecules 2025 dataset; level of theory: the ωB97M-V functional and the def2-TZVPD basis.

```
34
Properties=species:S:1:pos:R:3:forces:R:3
Sr -0.8053 0.2793 0.7918 -0.069 -0.256 0.049
O 1.5580 1.3870 0.8520 -0.090 0.004 0.000
C 1.7869 2.1066 -0.3757 0.017 0.112 -0.015
C 0.6338 3.0384 -0.6952 0.034 -0.122 0.049
N -0.6234 2.3019 -0.8338 -0.002 0.184 -0.174
C -1.7559 3.1130 -0.3595 0.066 -0.131 0.105
C -1.7319 3.3078 1.1752 -0.062 0.135 0.056
O -2.1893 4.3452 1.6163 0.039 -0.032 0.053
O -1.2405 2.3214 1.8546 0.032 0.019 -0.111
C -0.8442 1.8158 -2.2020 0.072 -0.080 0.100
C -1.8276 0.6266 -2.2465 -0.127 -0.108 -0.145
O -2.6166 0.5705 -3.1711 0.025 -0.030 0.018
O -1.6859 -0.2350 -1.2920 0.067 0.229 0.065
H 1.2864 2.0321 1.5237 0.044 0.036 -0.020
H 1.9131 1.3454 -1.1464 -0.011 -0.013 -0.001
H 2.7148 2.6787 -0.3073 0.034 -0.057 0.035
H 0.8781 3.6171 -1.5951 -0.046 0.024 -0.008
H 0.5312 3.7524 0.1265 0.003 0.021 -0.013
H -2.6835 2.5913 -0.6157 -0.002 0.011 -0.025
H -1.7907 4.0965 -0.8365 -0.001 -0.003 -0.042
H 0.1056 1.4430 -2.5978 0.003 0.015 -0.003
H -1.1942 2.6083 -2.8697 -0.038 0.015 0.017
N 1.9308 -7.3170 0.8628 -0.002 0.010 -0.001
C 1.5477 -6.2378 0.9394 -0.023 0.027 0.008
C 1.0708 -4.8823 1.0415 0.039 -0.003 -0.013
C 1.9441 -3.8174 0.8552 0.016 -0.045 0.005
C 1.4416 -2.5347 0.9637 -0.028 0.082 0.002
N 0.1614 -2.2686 1.2363 0.015 -0.093 0.052
C -0.6648 -3.3032 1.4168 0.000 0.102 -0.072
C -0.2631 -4.6223 1.3278 0.008 -0.047 0.023
H 2.9868 -3.9871 0.6301 -0.001 0.011 0.002
H 2.0936 -1.6794 0.8256 0.002 -0.004 0.003
H -1.7001 -3.0659 1.6302 -0.005 -0.021 -0.002
H -0.9677 -5.4276 1.4748 -0.009 0.010 0.003
```
Positions in Å, forces in eV/Å.

relative energy (zero: lowest compared OMol25 entry of this formula, charge and spin): 1.98 kcal per mole
F_max: 0.0052 hartree/bohr
HOMO-LUMO gap: 7.62 eV

---

3.
A structure of composition C4H9FFeO2 at a distorted geometry. Source: the Open Molecules 2025 dataset; level of theory: the ωB97M-V functional and the def2-TZVPD basis.

```
17
Properties=species:S:1:pos:R:3:forces:R:3
F 2.5330 0.6454 0.7270 0.656 1.844 0.822
C -0.9203 2.0372 0.7073 0.076 0.287 -0.317
O -1.8331 0.9023 0.6555 0.128 -0.105 0.093
C -1.7714 0.1402 -0.5198 -0.134 0.271 -0.147
C -0.7041 -0.9487 -0.5189 -0.120 -0.939 -0.314
O 0.6062 -0.4402 -0.6475 0.677 -1.119 -0.770
H -0.9323 2.3538 1.7649 0.159 -0.176 -0.374
H -1.3978 2.8712 0.1507 0.194 -0.266 0.112
H -1.6336 0.7971 -1.4013 -0.011 -0.193 0.148
H -2.7445 -0.3638 -0.6347 0.245 0.113 0.046
H -0.8969 -1.6227 -1.3746 -0.070 0.187 0.230
H -0.8199 -1.5563 0.3987 0.128 0.276 -0.106
Fe 0.9408 1.3419 0.0204 -0.479 0.349 1.018
C 2.2330 -1.2695 0.1358 -0.001 -3.449 -0.561
H 3.0206 -0.9800 -0.5748 -1.215 2.286 0.441
H 2.7342 -2.2460 0.1773 -0.155 -2.201 -1.077
H 1.5864 -1.6619 0.9339 -0.077 2.834 0.755
```
Positions in Å, forces in eV/Å.

F_max: 0.0679 hartree/bohr
<S²>: 6.0274
multiplicity: 5
HOMO-LUMO gap (alpha / beta): 6.55 / 7.23 eV

---

4.
The molecule C3H9N3O at a distorted geometry. Source: the Open Molecules 2025 dataset; level of theory: the ωB97M-V functional and the def2-TZVPD basis.

```
16
Properties=species:S:1:pos:R:3:forces:R:3
C -1.1719 1.4113 -0.7500 -1.280 0.187 0.579
C -0.3225 0.7155 0.2643 0.142 -0.405 1.221
N -0.4691 -0.4816 1.3107 -0.145 0.149 -0.958
C 0.1507 -0.6670 0.0480 1.191 1.040 -0.308
N -0.5368 -1.3814 -0.9790 -0.178 -0.178 0.399
O 1.5324 -0.9871 -0.0170 0.091 -0.470 0.098
N 2.3719 -0.3630 0.9309 0.355 0.430 -0.658
H -1.5065 2.3742 -0.3330 0.010 -0.272 -0.265
H -0.5973 1.6234 -1.6597 -0.007 -0.209 0.208
H -2.0511 0.8216 -0.9936 -0.042 0.040 -0.296
H 0.1763 1.4548 0.8870 0.804 -0.436 -0.427
H -1.2697 -1.0931 1.4404 -0.515 0.537 -0.344
H -0.6042 -2.3624 -0.7249 0.130 0.087 -0.237
H -0.0954 -1.2847 -1.8907 0.059 -0.062 0.368
H 1.9049 -0.4022 1.8213 -0.341 0.102 0.373
H 2.4883 0.6217 0.6452 -0.275 -0.541 0.246
```
Positions in Å, forces in eV/Å.

relative energy (zero: lowest compared OMol25 entry of this formula, charge and spin): 91.43 kcal per mole
F_max: 0.0313 hartree/bohr
SMILES string: C[C@H]1N[C@]1(N)ON
HOMO-LUMO gap: 10.23 eV

---

5.
The molecule C7H13N3O at a distorted geometry. Source: the Open Molecules 2025 dataset; level of theory: the ωB97M-V functional and the def2-TZVPD basis.

```
24
Properties=species:S:1:pos:R:3:forces:R:3
C -2.7278 -0.9480 -0.8027 0.328 -2.092 0.302
N -1.8066 0.1044 -0.6576 3.949 0.072 -0.804
N -2.1055 1.2651 -0.2093 0.487 1.943 0.682
N -1.1557 2.0849 0.0109 -0.661 -0.795 -0.640
C 0.1791 1.4783 -0.2700 -1.134 -2.683 0.439
C 1.0226 1.5429 1.0076 0.088 0.688 1.243
C 1.8962 0.3039 1.2682 0.669 1.728 0.605
C 1.1075 -0.9147 1.2530 -2.746 -0.403 -1.167
C 0.5046 -1.1123 -0.1448 2.822 -2.371 -1.647
C -0.0455 0.0235 -0.8852 -3.611 3.150 1.894
O 0.1850 0.0498 -2.2279 0.087 -0.352 -0.397
H -2.0891 -1.8432 -0.5160 -1.379 0.462 -0.133
H -3.6212 -0.8511 -0.1650 0.602 0.014 0.061
H -3.0932 -1.1624 -1.8139 0.230 0.422 -0.125
H 0.6892 1.9167 -1.0818 0.367 1.271 -0.800
H 0.3479 1.7655 1.9008 0.889 -0.152 -1.178
H 1.7405 2.3705 0.8412 -0.601 -0.076 0.555
H 2.5530 0.3980 2.1797 -0.721 0.115 -0.948
H 2.4972 0.2866 0.3816 1.204 -0.250 -0.377
H 1.6132 -1.8021 1.4817 0.975 -1.234 0.455
H 0.2350 -0.8804 1.8730 -0.375 0.269 1.117
H 1.4470 -1.4411 -0.7934 -1.646 0.386 1.005
H -0.1750 -1.9716 -0.2198 0.185 0.086 0.249
H 0.8014 -0.6635 -2.4100 -0.010 -0.197 -0.391
```
Positions in Å, forces in eV/Å.

relative energy (zero: lowest compared OMol25 entry of this formula, charge and spin): 87.55 kcal per mole
F_max: 0.1002 hartree/bohr
SMILES string: CN1N=N[C@H]2CCCC[C@]21O
HOMO-LUMO gap: 8.96 eV

---

6.
A structure of composition C2H2NO4S at a distorted geometry. Source: the Open Molecules 2025 dataset; level of theory: the ωB97M-V functional and the def2-TZVPD basis.

```
10
Properties=species:S:1:pos:R:3:forces:R:3
C -0.1353 0.1366 0.0965 -1.253 -1.694 -0.138
C -1.8305 -1.3666 0.2864 0.935 0.044 0.164
N 0.8627 -0.5792 -0.2227 0.331 -0.503 -0.920
O -1.1942 -2.3126 0.5922 0.179 -0.255 0.015
O -2.7975 -0.7833 0.0124 -1.443 0.583 -0.261
O 2.0465 1.4244 0.2020 -1.292 1.545 0.909
O 0.0301 2.6718 -0.7134 -0.136 -0.215 0.538
S 0.4779 1.8928 0.4742 1.709 -0.371 -1.022
H 0.7758 -1.5254 -0.6835 -0.480 1.430 1.230
H 1.7644 0.4415 -0.0441 1.448 -0.565 -0.514
```
Positions in Å, forces in eV/Å.

relative energy (zero: lowest compared OMol25 entry of this formula, charge and spin): 19.64 kcal per mole
F_max: 0.0430 hartree/bohr
charge: -1
HOMO-LUMO gap: 7.56 eV